# 1
{"formula": "C4H9NO", "method": "the ωB97M-V functional and the def2-TZVPD basis", "homo_ev": -7.95, "relative_energy_kj_mol": 658.0, "largest_force_ev_per_a": 0.41, "total_energy_ha": -287.58184, "homo_lumo_gap_ev": 7.77, "charge": 0, "species": ["O", "C", "C", "N", "C", "C", "H", "H", "H", "H", "H", "H", "H", "H", "H"], "coordinates": [[-1.60575, -1.63366, -0.39250], [-0.68146, -0.26130, 0.91551], [-0.34726, 1.14952, 0.51429], [0.70514, 1.15703, -0.47340], [1.77135, 0.19768, -0.18559], [0.63735, -0.20284, -1.03822], [-2.29772, -1.12678, -0.84735], [0.10376, -0.92445, 1.25241], [-1.60305, -0.38735, 1.48335], [-1.23024, 1.61378, 0.05660], [-0.12647, 1.73548, 1.42665], [2.73427, 0.45618, -0.62388], [1.85850, -0.19631, 0.83241], [-0.73486, -1.29344, -0.80254], [0.81644, -0.28353, -2.11774]]}

# 2
{"formula": "C4H9NO", "method": "the ωB97M-V functional and the def2-TZVPD basis", "homo_ev": -8.99, "relative_energy_kj_mol": 349.2, "largest_force_ev_per_a": 3.99, "smiles": "CCN(C)C=O", "total_energy_ha": -287.69945, "homo_lumo_gap_ev": 9.88, "charge": 0, "species": ["C", "C", "N", "C", "C", "O", "H", "H", "H", "H", "H", "H", "H", "H", "H"], "coordinates": [[1.97717, 0.20778, 0.00966], [0.62883, -0.04113, -0.67067], [-0.50693, -0.10521, 0.23143], [-1.68913, -1.12119, -0.20211], [-0.94621, 0.97047, 0.93861], [-0.54494, 2.09936, 0.77847], [2.76948, 0.23929, -0.74883], [2.23058, -0.58704, 0.72139], [1.97755, 1.16597, 0.53528], [0.66298, -1.00088, -1.20540], [0.40675, 0.74795, -1.39145], [-0.91802, -1.43892, 0.59859], [-1.65715, -1.18040, -1.30859], [-2.66643, -0.65518, 0.02791], [-1.72453, 0.69913, 1.68570]]}

# 3
{"formula": "C4H9NO", "method": "the ωB97M-V functional and the def2-TZVPD basis", "homo_ev": -9.08, "relative_energy_kj_mol": 324.9, "largest_force_ev_per_a": 0.81, "smiles": "C=C1N[C@@H]1C.O", "total_energy_ha": -287.70872, "homo_lumo_gap_ev": 9.96, "charge": 0, "species": ["C", "C", "N", "C", "C", "O", "H", "H", "H", "H", "H", "H", "H", "H", "H"], "coordinates": [[1.07294, 1.97273, -0.25832], [-0.07412, 1.08311, -0.65852], [0.33914, -0.13419, -1.43785], [-0.03275, -0.23404, -0.07706], [0.27276, -0.95563, 0.98730], [-1.85614, -2.36079, 0.96268], [0.78892, 2.60418, 0.58987], [1.90283, 1.33327, 0.06024], [1.40631, 2.59940, -1.08733], [-1.00517, 1.56057, -0.96019], [-0.40835, -0.40319, -2.07610], [-1.70752, -1.52559, 0.49498], [0.03538, -0.62378, 1.99223], [0.74955, -1.92347, 0.87860], [-1.24672, -2.95692, 0.51172]]}

# 4
{"formula": "C4H9NO", "method": "the ωB97M-V functional and the def2-TZVPD basis", "homo_ev": -7.92, "relative_energy_kj_mol": 323.8, "largest_force_ev_per_a": 0.43, "total_energy_ha": -287.70911, "homo_lumo_gap_ev": 8.77, "charge": 0, "species": ["C", "C", "C", "C", "O", "N", "H", "H", "H", "H", "H", "H", "H", "H", "H"], "coordinates": [[-1.11182, -1.18887, 0.73940], [-0.89358, -0.31484, -0.30918], [-1.31848, 1.13000, -0.22887], [1.27872, -0.09565, -0.12946], [1.47882, -0.82831, 0.90149], [2.38013, 0.44125, -0.64742], [-1.54449, -0.80913, 1.66427], [0.47396, -1.15065, 1.11432], [-1.22307, -2.25354, 0.54659], [-0.80497, -0.71562, -1.31721], [-0.76008, 1.77140, -0.91750], [-2.38551, 1.20511, -0.47423], [-1.18592, 1.51735, 0.78713], [2.31245, 1.01930, -1.46673], [3.30385, 0.27220, -0.26259]]}

# 5
{"formula": "C4H9NO", "method": "the ωB97M-V functional and the def2-TZVPD basis", "homo_ev": -8.42, "relative_energy_kj_mol": 298.6, "largest_force_ev_per_a": 0.63, "total_energy_ha": -287.71873, "homo_lumo_gap_ev": 9.45, "charge": 0, "species": ["C", "C", "C", "O", "N", "C", "H", "H", "H", "H", "H", "H", "H", "H", "H"], "coordinates": [[2.99535, -0.11253, 0.46672], [2.44000, 0.93611, -0.13611], [-0.57080, 0.43686, -0.28365], [-0.21562, -0.72489, 0.29216], [-1.89502, 0.43701, -0.45094], [-2.84568, -0.60610, -0.08773], [0.74850, -0.66827, 0.40554], [3.36286, -0.96768, -0.09709], [3.12357, -0.14951, 1.54668], [2.06988, 1.79361, 0.41897], [2.30999, 0.98005, -1.21405], [-2.26070, 1.26236, -0.89758], [-3.02455, -1.29255, -0.92366], [-2.44232, -1.17347, 0.75257], [-3.79547, -0.15101, 0.20817]]}

# 6
{"formula": "C4H9NO", "method": "the ωB97M-V functional and the def2-TZVPD basis", "homo_ev": -8.30, "relative_energy_kj_mol": 465.9, "largest_force_ev_per_a": 0.41, "total_energy_ha": -287.65500, "homo_lumo_gap_ev": 8.82, "charge": 0, "species": ["C", "C", "N", "C", "C", "O", "H", "H", "H", "H", "H", "H", "H", "H", "H"], "coordinates": [[-1.60722, 0.56947, 0.48351], [-1.22272, -0.53195, -0.44389], [0.43569, 0.23369, -1.48052], [0.24714, -0.79610, -0.41280], [1.15051, -0.51810, 0.80662], [1.38563, 0.85087, 1.02758], [-2.05781, -0.06836, 1.26626], [-0.82744, 1.17787, 0.96031], [-2.42850, 1.19007, 0.11075], [-0.47751, 0.66736, -1.68703], [0.66750, -0.23913, -2.34937], [0.49462, -1.78747, -0.81033], [2.10443, -1.05826, 0.68169], [0.67498, -0.92587, 1.70817], [1.46067, 1.23592, 0.13902]]}